Formula: C45H38BF2N7O3P2PbS3
Source: the OMol25 dataset
Level of theory: ωB97M-V/def2-TZVPD

Last column: Löwdin charge in e.
Geometry (Å):
Pb (20.231, 9.798, 10.353)  1.41
O (21.826, 8.958, 12.453)  -0.15
C (21.424, 8.698, 13.781)  -0.27
C (22.404, 8.290, 14.684)  0.00
C (22.163, 8.491, 16.063)  -0.03
C (20.925, 8.953, 16.493)  -0.06
C (19.886, 9.139, 15.607)  -0.06
C (20.120, 8.962, 14.207)  -0.30
P (18.620, 8.687, 13.214)  1.00
C (17.668, 7.686, 14.393)  -0.37
C (18.073, 6.321, 14.363)  -0.12
C (17.342, 5.339, 15.012)  -0.06
C (16.303, 5.722, 15.906)  -0.06
C (15.884, 7.039, 15.889)  -0.09
C (16.538, 8.049, 15.186)  -0.07
C (17.685, 10.259, 13.260)  -0.40
C (16.316, 10.263, 12.956)  -0.12
C (15.570, 11.452, 13.036)  -0.06
C (16.199, 12.670, 13.317)  -0.07
C (17.584, 12.705, 13.552)  -0.08
C (18.321, 11.513, 13.538)  -0.11
C (22.954, 9.728, 12.256)  -0.31
C (23.360, 10.580, 13.273)  -0.01
C (24.690, 10.995, 13.315)  -0.03
C (25.486, 10.834, 12.218)  -0.05
C (24.957, 10.239, 11.060)  -0.06
C (23.649, 9.688, 11.034)  -0.27
P (22.843, 9.349, 9.413)  0.97
C (23.828, 8.075, 8.682)  -0.40
C (25.083, 8.282, 8.123)  -0.09
C (25.984, 7.220, 7.984)  -0.05
C (25.471, 5.935, 8.004)  -0.06
C (24.138, 5.689, 8.363)  -0.06
C (23.306, 6.765, 8.704)  -0.09
C (23.395, 10.746, 8.362)  -0.38
C (23.387, 10.668, 6.959)  -0.08
C (23.550, 11.874, 6.220)  -0.04
C (23.522, 13.124, 6.853)  -0.07
C (23.453, 13.173, 8.211)  -0.08
C (23.423, 12.023, 8.961)  -0.10
H (23.437, 8.132, 14.371)  0.14
H (22.904, 8.253, 16.813)  0.12
H (20.771, 9.128, 17.565)  0.12
H (18.941, 9.500, 15.982)  0.12
H (18.877, 5.935, 13.729)  0.10
H (17.624, 4.317, 14.841)  0.10
H (15.764, 5.015, 16.536)  0.11
H (14.973, 7.264, 16.492)  0.12
H (16.234, 9.081, 15.294)  0.10
H (15.837, 9.321, 12.715)  0.10
H (14.500, 11.489, 12.811)  0.10
H (15.644, 13.631, 13.357)  0.12
H (18.040, 13.664, 13.806)  0.11
H (19.402, 11.486, 13.724)  0.09
H (22.751, 10.801, 14.131)  0.13
H (24.943, 11.583, 14.194)  0.13
H (26.526, 11.045, 12.246)  0.11
H (25.482, 10.321, 10.133)  0.10
H (25.377, 9.285, 7.866)  0.10
H (26.956, 7.409, 7.495)  0.13
H (26.044, 5.053, 7.605)  0.14
H (23.681, 4.708, 8.329)  0.11
H (22.280, 6.536, 9.023)  0.10
H (23.208, 9.740, 6.497)  0.09
H (23.810, 11.794, 5.150)  0.12
H (23.537, 14.077, 6.339)  0.12
H (23.351, 14.082, 8.801)  0.12
H (23.510, 12.059, 10.034)  0.10
N (19.537, 9.700, 7.340)  0.04
N (19.137, 10.923, 6.924)  -0.01
C (19.121, 11.963, 7.781)  -0.35
N (19.006, 13.251, 7.230)  0.22
N (19.321, 11.648, 9.032)  -0.01
N (19.366, 12.595, 10.050)  -0.32
O (18.782, 13.697, 9.972)  0.11
O (19.858, 12.198, 11.199)  -0.12
H (20.052, 9.253, 6.596)  0.12
H (18.667, 9.186, 7.477)  0.08
H (18.768, 11.040, 5.978)  0.19
H (18.428, 13.188, 6.421)  0.11
H (18.745, 13.950, 7.938)  0.11
S (13.382, 10.579, 7.891)  0.65
C (14.080, 9.374, 8.844)  -1.04
S (15.470, 8.545, 8.216)  0.97
C (15.423, 7.373, 9.577)  -0.83
N (14.418, 7.565, 10.372)  0.08
N (13.786, 8.740, 10.027)  -0.13
C (12.699, 9.261, 10.811)  -0.21
C (12.421, 10.609, 10.667)  -0.11
C (11.226, 11.134, 11.199)  -0.05
C (10.302, 10.289, 11.820)  -0.07
C (10.644, 8.972, 12.052)  -0.08
C (11.817, 8.445, 11.553)  -0.01
S (16.925, 6.543, 10.033)  1.01
H (13.058, 11.241, 10.063)  0.03
H (11.095, 12.233, 11.099)  0.12
H (9.339, 10.659, 12.100)  0.10
H (9.978, 8.273, 12.536)  0.11
H (12.017, 7.391, 11.622)  0.11
F (19.202, 5.667, 8.787)  0.15
B (17.939, 6.142, 8.606)  -0.90
F (17.748, 7.024, 7.613)  0.09

Cartesian forces (eV/Å) of the 2 atoms listed first:
Pb -0.633 -0.997 0.583
O -1.155 -0.501 -1.021

Properties
Gap between HOMO and LUMO = 0.19888 hartree
Net charge = +2
E = -4640.70044 hartree
Multiplicity = 1
Highest occupied orbital energy = -11.9952 eV